[1]
ORCA calculation (ωB97M-V/def2-TZVPD) on 2 unconnected molecules or ions with the total composition C3H6N2O2S.

Values from the calculation:
* LUMO energy: -0.011 hartree
* HOMO energy: -8.06 eV
* energy above the lowest of the compared OMol25 structures with the same formula, charge and spin: 189.0 kcal per mole

Cartesian coordinates (Å):
1 C 1.0491 -1.3323 0.3479
2 C -0.3906 0.7455 -0.1301
3 C -1.7439 -0.0270 -0.1678
4 H 0.1383 -1.9616 0.2918
5 H 1.3533 -1.0642 1.5799
6 H 1.9095 -1.9304 -0.2948
7 H 2.3336 0.5244 -1.3794
8 H 1.0257 2.4549 -0.1790
9 H -3.4102 0.0102 0.3429
10 N 0.7078 0.0308 -0.1407
11 N 1.9056 0.8351 0.1161
12 O -2.5799 0.3107 0.7855
13 O -1.7622 -0.9722 -1.0109
14 S -0.5362 2.3760 -0.1612

[2]
ORCA calculation (ωB97M-V/def2-TZVPD) on 8 unconnected molecules or ions with the total composition C26H42Cl14N2O2.

Values from the calculation:
* structure (SMILES): CCOCCOc1ccc2nccnc2c1.ClCCCl.ClCCCl.ClCCCl.ClCCCl.ClCCCl.ClCCCl.ClCCCl
* LUMO energy: -0.003 hartree
* HOMO energy: -8.49 eV

Cartesian coordinates (Å):
1 C 0.8664 -1.1998 1.3734
2 C -0.3705 -0.8418 2.2533
3 O -0.4989 0.5529 2.4824
4 C -1.4264 1.1805 1.6075
5 C -2.8534 0.8431 2.0916
6 O -3.8337 1.7590 1.5389
7 C -5.0487 1.0878 1.4196
8 C -5.7091 0.9433 0.1690
9 C -6.8792 0.2461 0.1303
10 C -7.4601 -0.3542 1.2815
11 N -8.6355 -1.0381 1.1260
12 C -9.0423 -1.5572 2.2592
13 C -8.3631 -1.4342 3.5118
14 N -7.2588 -0.7481 3.6766
15 C -6.7988 -0.1938 2.5127
16 C -5.5857 0.5439 2.5503
17 H 1.6549 -0.4649 1.5624
18 H 1.1412 -2.2307 1.6351
19 H 0.5115 -1.1750 0.3348
20 H -0.2746 -1.3191 3.2433
21 H -1.2468 -1.3119 1.7776
22 H -1.2569 2.2676 1.5999
23 H -1.2413 0.8273 0.5765
24 H -2.8571 0.8051 3.1894
25 H -3.0997 -0.1472 1.6792
26 H -5.2852 1.3596 -0.7436
27 H -7.3826 0.1072 -0.8277
28 H -9.9711 -2.1374 2.2400
29 H -8.7829 -1.9358 4.3880
30 H -5.0864 0.6532 3.5073
31 Cl 2.6291 -1.1761 -1.3901
32 C 3.3916 0.1782 -2.2590
33 C 3.3426 1.4587 -1.4612
34 Cl 1.6761 2.0794 -1.3050
35 H 2.8941 0.2867 -3.2206
36 H 4.4250 -0.1044 -2.4417
37 H 3.9206 2.2304 -1.9590
38 H 3.7467 1.3209 -0.4600
39 Cl -0.9295 5.0508 1.6741
40 C -2.5495 5.1983 2.4048
41 C -2.6810 6.4473 3.2409
42 Cl -1.6819 6.3779 4.7190
43 H -2.7392 4.3004 2.9902
44 H -3.2659 5.2267 1.5859
45 H -3.7128 6.5698 3.5634
46 H -2.3909 7.3336 2.6804
47 Cl 1.7577 -4.7220 -4.2759
48 C 2.6008 -5.4532 -2.8890
49 C 1.6612 -5.7595 -1.7495
50 Cl 1.0356 -4.2781 -0.9826
51 H 3.3948 -4.7757 -2.5818
52 H 3.0575 -6.3758 -3.2466
53 H 2.1886 -6.3180 -0.9771
54 H 0.8114 -6.3524 -2.0810
55 Cl -6.0186 5.8074 2.7480
56 C -6.3501 5.2060 4.3955
57 C -5.8198 3.8106 4.6127
58 Cl -6.7042 2.5953 3.6566
59 H -7.4239 5.2562 4.5595
60 H -5.8665 5.8950 5.0886
61 H -5.9315 3.5346 5.6607
62 H -4.7653 3.7382 4.3498
63 Cl 9.4774 2.5450 -1.2482
64 C 8.3373 3.5698 -2.1562
65 C 6.9007 3.2507 -1.8268
66 Cl 6.4151 1.6425 -2.4274
67 H 8.5415 3.4433 -3.2172
68 H 8.5557 4.6024 -1.8873
69 H 6.2435 3.9782 -2.3020
70 H 6.7213 3.2768 -0.7540
71 Cl 11.4453 -1.4693 -3.8336
72 C 11.3997 -0.8156 -2.1764
73 C 12.7273 -0.9497 -1.4732
74 Cl 13.1337 -2.6483 -1.1178
75 H 10.6073 -1.3268 -1.6340
76 H 11.1318 0.2371 -2.2592
77 H 12.6913 -0.4268 -0.5182
78 H 13.5361 -0.5274 -2.0653
79 Cl 0.3575 -7.9655 -4.7471
80 C -0.4902 -7.4597 -6.2283
81 C -1.8575 -6.8936 -5.9370
82 Cl -2.9898 -8.1377 -5.3484
83 H -0.5460 -8.3179 -6.8943
84 H 0.1291 -6.6985 -6.7025
85 H -2.2864 -6.4815 -6.8495
86 H -1.8098 -6.1022 -5.1920

[3]
ORCA calculation (ωB97M-V/def2-TZVPD) on 4 unconnected molecules or ions with the total composition H7O3S.

Values from the calculation:
* LUMO energy: 0.132 hartree
* charge: -1
* HOMO energy: -3.19 eV
* energy above the lowest of the compared OMol25 structures with the same formula, charge and spin: 20.0 kcal per mole

Cartesian coordinates (Å):
1 S 0.5136 -2.0950 -2.6073
2 H 0.2401 -0.9774 -3.2621
3 H 0.3750 -0.1088 3.0994
4 H -0.7592 0.7500 2.9927
5 O -0.1096 0.5128 3.6706
6 H 1.3371 -1.5745 0.8142
7 H 0.5260 -0.6524 0.1069
8 O 0.9277 -0.7299 0.9795
9 H -1.3298 1.3263 -2.5788
10 H -0.6379 1.5514 -1.2636
11 O -1.0829 1.9975 -1.9516

[4]
ORCA calculation (ωB97M-V/def2-TZVPD) on a molecular structure, C25H45NP2SV.

Values from the calculation:
* LUMO energy (alpha / beta): -0.165 / -0.199 hartree
* multiplicity: 3
* charge: +1
* HOMO energy (alpha / beta): -10.33 / -10.33 eV
* energy above the lowest of the compared OMol25 structures with the same formula, charge and spin: 103.8 kcal per mole

Cartesian coordinates (Å):
1 V 1.9302 0.0315 -0.3904
2 C 1.2398 -2.2877 0.0493
3 C 2.4208 -1.8470 0.7571
4 C 0.5332 -1.0448 1.8756
5 C 0.0997 -1.8923 0.8220
6 C 1.9596 -0.9636 1.8242
7 C 1.2507 -3.3317 -1.0044
8 H 2.1427 -3.2418 -1.6353
9 H 0.3624 -3.2487 -1.6398
10 H 1.2506 -4.3278 -0.5468
11 C -1.2088 -2.5911 0.8483
12 H -1.3655 -3.2002 -0.0461
13 H -2.0457 -1.8912 0.9520
14 H -1.2342 -3.2699 1.7203
15 C -0.3059 -0.5305 2.9906
16 H -0.2430 -1.1735 3.8849
17 H -1.3576 -0.4868 2.6829
18 H -0.0089 0.4945 3.2703
19 C 2.8521 -0.4176 2.8847
20 H 3.8190 -0.9390 2.9271
21 H 2.3591 -0.4792 3.8661
22 H 3.0442 0.6460 2.7134
23 C 3.7417 -2.5552 0.7243
24 H 3.6254 -3.5723 1.1325
25 H 4.4963 -2.0521 1.3303
26 H 4.1470 -2.6484 -0.2867
27 C 1.4504 0.8073 -2.2239
28 C 2.1363 -0.4456 -2.3206
29 C 3.6018 -0.6478 -2.5769
30 C 4.4835 0.1641 -1.5982
31 C 3.8276 0.5376 -0.2903
32 C 2.9901 1.7173 -0.1379
33 C 2.8273 2.7238 -1.2464
34 C 1.9758 2.1991 -2.4422
35 H 3.8611 -0.4253 -3.6306
36 H 4.8757 1.0575 -2.1009
37 H 3.8186 -1.7307 -2.4908
38 H 2.5005 2.2873 -3.4141
39 H 0.4292 0.6936 -2.5658
40 H 1.5220 -1.2298 -2.7746
41 H 1.0908 2.8678 -2.5599
42 H 2.3749 3.6650 -0.8702
43 H 2.8881 2.1707 0.8507
44 H 3.7954 3.0714 -1.6432
45 H 5.3716 -0.4340 -1.3693
46 H 4.3850 0.2491 0.6036
47 P -1.8673 -0.8042 -3.4302
48 C -3.2613 -1.9416 -3.0443
49 H -3.9388 -1.9548 -3.9092
50 H -3.7747 -1.6118 -2.1313
51 H -2.8435 -2.9435 -2.8662
52 C -2.6806 0.7626 -3.9127
53 H -3.3698 0.5216 -4.7292
54 H -1.8889 1.4379 -4.2642
55 H -3.1880 1.2443 -3.0677
56 C -1.4115 -1.3388 -5.1094
57 H -0.5983 -0.6927 -5.4601
58 H -2.2983 -1.2189 -5.7379
59 H -1.0639 -2.3757 -5.1069
60 P 0.0475 3.1758 2.5906
61 C 1.0211 4.2728 3.6959
62 H 1.0365 5.3026 3.3205
63 H 2.0452 3.8689 3.6844
64 H 0.6478 4.2207 4.7243
65 C 0.0341 4.2524 1.1016
66 H 1.0360 4.2795 0.6569
67 H -0.2711 5.2560 1.4290
68 H -0.6683 3.8580 0.3574
69 C -1.7157 3.4846 3.0163
70 H -1.8494 4.5330 3.3145
71 H -2.0094 2.7879 3.8084
72 H -2.2985 3.2463 2.1193
73 S -2.3003 0.7533 -0.6331
74 C -0.8026 1.1916 -0.2588
75 N 0.3804 1.2646 0.0074

[5]
ORCA calculation (ωB97M-V/def2-TZVPD) on a molecular structure, C13H31N7O18S.

Values from the calculation:
* LUMO energy: 0.000 hartree
* HOMO energy: -9.01 eV

Cartesian coordinates (Å):
1 C -2.6727 -1.7343 1.3674
2 C -2.4074 -2.9708 1.9435
3 C -1.7261 -3.0847 3.3607
4 C -0.1453 -3.2153 3.1892
5 C 0.4264 -4.6411 3.5999
6 C 0.4933 -2.9825 1.7486
7 O 1.8674 -2.5804 2.0947
8 S 1.5203 -1.2630 3.0847
9 O 1.1168 -0.1680 2.1680
10 O 2.5349 -0.8695 4.0829
11 O 0.3451 -2.0488 3.9528
12 H -3.5943 -1.6317 0.7305
13 H -1.9884 -0.8444 1.4642
14 H -2.6496 -3.9233 1.3916
15 H -2.0919 -3.9560 3.9627
16 H -1.9686 -2.1623 3.9667
17 H -0.3115 -5.1416 4.2972
18 H 1.4367 -4.6173 4.0855
19 H 0.4495 -5.2791 2.6657
20 H 0.5789 -3.8543 1.0450
21 H 0.0240 -2.1931 1.0821
22 C -2.7320 2.9845 2.6974
23 N -3.2931 1.6203 2.5213
24 O -4.2380 1.4951 1.7672
25 O -2.7639 0.7239 3.1463
26 H -3.2998 3.6778 2.0826
27 H -2.8192 3.2411 3.7512
28 H -1.6905 2.9535 2.3839
29 C 2.5526 2.2031 0.8839
30 N 3.1160 2.6053 -0.4306
31 O 3.7644 3.6329 -0.4773
32 O 2.8861 1.8738 -1.3732
33 H 2.8349 2.9431 1.6273
34 H 1.4712 2.1563 0.7757
35 H 2.9654 1.2291 1.1344
36 C 2.1576 0.7849 -4.1723
37 N 1.1372 -0.1406 -4.7292
38 O 0.0272 0.3159 -4.9444
39 O 1.4844 -1.2859 -4.9293
40 H 1.7090 1.7667 -4.0472
41 H 2.4767 0.3823 -3.2142
42 H 2.9841 0.8251 -4.8796
43 C 1.1129 0.8460 -8.4124
44 N 2.3598 1.5859 -8.7341
45 O 2.9835 2.0621 -7.8054
46 O 2.6668 1.6613 -9.9056
47 H 0.9643 0.8595 -7.3363
48 H 0.2924 1.3484 -8.9205
49 H 1.2341 -0.1739 -8.7717
50 C 6.3764 4.0951 1.3890
51 N 6.2788 3.2552 2.6101
52 O 7.2990 3.0553 3.2363
53 O 5.1773 2.8265 2.8949
54 H 7.4098 4.4052 1.2594
55 H 6.0462 3.4905 0.5476
56 H 5.7294 4.9579 1.5318
57 C -6.3935 -4.1781 3.9480
58 N -5.1568 -4.8222 3.4370
59 O -4.1578 -4.7422 4.1245
60 O -5.2334 -5.3838 2.3644
61 H -6.1765 -3.7186 4.9085
62 H -6.6969 -3.4282 3.2203
63 H -7.1482 -4.9549 4.0525
64 C -2.7698 2.4560 -3.8547
65 N -1.9662 3.4103 -3.0471
66 O -0.7577 3.3614 -3.1593
67 O -2.5798 4.1740 -2.3287
68 H -2.0946 1.8397 -4.4434
69 H -3.3451 1.8446 -3.1624
70 H -3.4220 3.0403 -4.5006